1.
Formula: C3H7N4OPS
Source: the Open Molecules 2025 dataset
Level of theory: wB97M-V/def2-TZVPD

Cartesian coordinates (Å):
1 C -1.590 -0.332 0.493
2 C -1.698 -0.600 1.793
3 C 0.441 0.002 1.460
4 N -0.253 0.036 0.222
5 N -0.467 -0.408 2.401
6 N 1.380 -0.160 -1.905
7 N 0.574 2.165 -0.942
8 O -1.052 0.460 -2.221
9 P 0.105 0.682 -1.367
10 S 2.049 0.112 1.657
11 H -2.205 -0.588 -0.380
12 H -2.591 -0.760 2.405
13 H -0.085 -0.554 3.384
14 H 2.343 -0.011 -1.784
15 H 1.075 -1.101 -1.742
16 H 0.297 2.290 0.006
17 H 0.585 2.908 -1.532

Forces on the atoms, in the same order (eV/Å):
0.261 -0.638 -1.343
-1.314 -0.062 1.504
-0.942 -1.064 -1.443
-0.660 0.081 1.451
1.590 0.725 0.586
-1.104 -0.551 -0.413
0.226 -2.166 1.812
-0.754 -0.031 -0.109
0.438 -0.472 0.499
1.385 0.561 0.330
-0.085 0.678 0.828
0.492 -0.328 -0.525
-1.284 0.208 -1.977
1.026 0.434 0.646
0.644 -0.864 -0.513
0.146 0.953 0.546
-0.065 2.536 -1.878

M	178.16	g/mol
HOMO-LUMO gap	8.5	eV
structure (SMILES)	NP(N)(=O)n1cc[nH]c1=S
relative energy (zero: lowest compared OMol25 entry of this formula, charge and spin)	0.0	kcal/mol
LUMO level	0.6	eV
multiplicity	1
HOMO	-7.90	eV
electronic energy	-31358.5833	eV

Atomic partial charges in e from the Mulliken method, atoms 1 to 8:
1. C -0.279
2. C -0.464
3. C 0.029
4. N 0.031
5. N -0.079
6. N -0.433
7. N -0.415
8. O -0.701

---

2.
Formula: C3H7N4OPS2
Source: the Open Molecules 2025 dataset
Level of theory: wB97M-V/def2-TZVPD

Cartesian coordinates (Å):
1 C -3.608 0.960 -0.269
2 C -2.455 1.300 0.378
3 C -2.022 -0.165 -1.058
4 N -3.341 -0.022 -1.142
5 N -1.484 0.593 -0.130
6 N 0.630 -2.068 1.795
7 N 3.949 1.286 -0.535
8 O 2.091 -0.386 -1.785
9 P 1.570 -0.393 -0.413
10 S 1.340 -2.446 0.350
11 S 3.216 0.543 0.766
12 H -4.494 1.467 0.040
13 H -2.470 2.037 1.265
14 H -1.527 -0.902 -1.720
15 H 0.093 -2.871 2.115
16 H 1.205 -1.647 2.415
17 H 3.295 2.046 -0.699
18 H 4.010 0.669 -1.373

Forces on the atoms, in the same order (eV/Å):
0.394 0.547 1.303
-1.818 3.406 3.378
-0.641 -2.279 -1.855
-0.350 -0.166 -1.225
4.199 -1.078 -0.279
-2.296 -2.177 -2.094
-0.717 -0.196 -0.278
-0.529 0.128 -0.221
0.066 -0.990 0.639
0.105 1.539 -0.863
-0.821 -0.701 -0.060
-1.058 -0.388 -0.562
0.770 -1.293 -1.650
0.040 0.683 0.752
-0.090 0.692 0.239
2.072 1.196 2.722
0.738 0.454 -0.790
-0.066 0.625 0.846

M	210.22	g/mol
HOMO-LUMO gap (spin up / spin down)	3.3 / 3.4	eV
relative energy (zero: lowest compared OMol25 entry of this formula, charge and spin)	14.6	kcal/mol
LUMO level (spin up / spin down)	-3.9 / -3.8	eV
multiplicity	1
HOMO (spin up / spin down)	-7.20 / -7.20	eV
electronic energy	-42187.1268	eV

Atomic partial charges in e from the Mulliken method, atoms 1 to 8:
1. C -0.249
2. C -0.259
3. C -0.077
4. N -0.691
5. N -0.210
6. N -0.406
7. N -0.545
8. O -0.518

---

3.
Formula: C3H7N4S
Source: the Open Molecules 2025 dataset
Level of theory: wB97M-V/def2-TZVPD

Cartesian coordinates (Å):
1 C -0.725 -0.108 0.339
2 C 2.060 0.967 -0.483
3 C -2.089 -0.564 -0.180
4 N 0.235 -0.456 -0.477
5 N 1.646 -0.182 -0.128
6 N -0.505 0.286 1.539
7 N 2.219 2.167 -0.478
8 S 3.193 -1.196 0.056
9 H -1.993 -1.601 -0.593
10 H -2.279 0.084 -1.074
11 H -2.814 -0.698 0.612
12 H -1.034 0.309 2.388
13 H 2.280 2.696 -1.339
14 H 0.644 0.414 1.799
15 H 2.693 -2.455 -0.362

Forces on the atoms, in the same order (eV/Å):
-0.084 -2.920 -0.718
-1.218 2.121 0.972
1.084 -0.399 -1.182
0.864 -0.481 -1.957
0.954 0.355 -0.303
5.771 1.981 3.523
-0.022 -2.025 -0.468
-1.764 -1.462 -0.069
0.351 0.935 0.253
-0.669 -0.437 1.114
-0.368 0.899 -0.047
-0.994 0.019 -0.311
0.247 0.314 -0.172
-4.439 -0.453 -0.883
0.288 1.553 0.250

M	131.18	g/mol
net charge	+1
HOMO-LUMO gap	9.3	eV
structure (SMILES)	C/C(N)=N/N(S)C#[NH+]
relative energy (zero: lowest compared OMol25 entry of this formula, charge and spin)	81.0	kcal/mol
LUMO level	-4.5	eV
multiplicity	1
HOMO	-13.79	eV
electronic energy	-20009.1498	eV

Atomic partial charges in e from the Mulliken method, atoms 1 to 8:
1. C 0.679
2. C 0.461
3. C -0.943
4. N -0.462
5. N -0.050
6. N -0.387
7. N -0.269
8. S -0.075

---

4.
Formula: C3H7N5
Source: the Open Molecules 2025 dataset
Level of theory: wB97M-V/def2-TZVPD

Cartesian coordinates (Å):
1 C 2.053 -0.180 0.265
2 C -1.256 -0.740 -0.145
3 C -0.423 1.525 -0.181
4 H 2.657 -0.783 -0.425
5 H 2.238 0.840 0.271
6 H 1.953 -0.481 1.332
7 H -3.258 -1.027 0.180
8 H -1.119 1.860 -1.460
9 H -1.177 1.939 0.824
10 H 0.537 2.166 -0.231
11 N 0.827 -0.699 -0.350
12 N 0.453 -2.027 -0.185
13 N -0.782 -2.086 -0.056
14 N -2.390 -0.352 0.251
15 N -0.312 0.046 -0.090

Forces on the atoms, in the same order (eV/Å):
-0.863 -4.434 0.351
-7.443 -4.877 3.284
-2.981 1.945 -0.941
1.569 0.519 1.291
-0.134 1.836 -0.903
1.001 -0.072 -0.534
2.922 1.358 0.176
1.949 -1.065 4.134
2.341 -1.469 -3.495
-1.430 -1.789 0.229
0.012 1.211 -0.564
1.306 1.307 0.286
0.208 -0.014 -1.467
-5.224 -0.704 -0.958
6.768 6.248 -0.888

M	113.12	g/mol
HOMO-LUMO gap	8.4	eV
relative energy (zero: lowest compared OMol25 entry of this formula, charge and spin)	151.2	kcal/mol
LUMO level	0.3	eV
multiplicity	1
HOMO	-8.08	eV
electronic energy	-10668.4436	eV

Atomic partial charges in e from the Mulliken method, atoms 1 to 8:
1. C -0.779
2. C 0.343
3. C -0.773
4. H 0.341
5. H 0.333
6. H 0.278
7. H 0.236
8. H 0.236

---

5.
Formula: C3H7NO
Source: the Open Molecules 2025 dataset
Level of theory: wB97M-V/def2-TZVPD

Cartesian coordinates (Å):
1 C -0.942 -0.550 -0.196
2 C 0.319 -0.117 0.419
3 C 1.278 0.841 -0.144
4 H -2.242 0.497 0.889
5 H -0.786 -0.681 -1.302
6 H -1.212 -1.540 0.217
7 H 0.333 -0.099 1.517
8 H 1.917 1.414 0.585
9 H 1.054 1.392 -1.073
10 H 2.226 -0.888 0.535
11 N 1.551 -0.605 -0.199
12 O -2.010 0.387 -0.056

Forces on the atoms, in the same order (eV/Å):
-0.832 -0.404 -1.389
0.932 0.265 1.548
0.886 1.016 0.254
0.306 -0.195 -0.810
-0.165 0.138 1.015
-0.040 0.295 -0.173
-0.248 -0.194 -0.273
-0.924 -0.461 -0.829
0.271 -0.646 0.378
-0.531 0.399 -0.761
0.417 -0.201 0.294
-0.072 -0.012 0.746

M	73.09	g/mol
HOMO-LUMO gap	10.7	eV
structure (SMILES)	OC[C@@H]1CN1
relative energy (zero: lowest compared OMol25 entry of this formula, charge and spin)	52.0	kcal/mol
LUMO level	0.9	eV
multiplicity	1
HOMO	-9.78	eV
electronic energy	-6760.4942	eV

Atomic partial charges in e from the Mulliken method, atoms 1 to 8:
1. C -0.626
2. C 0.268
3. C -0.434
4. H 0.306
5. H 0.298
6. H 0.242
7. H 0.348
8. H 0.238

---

6.
Formula: C3H7NO
Source: the Open Molecules 2025 dataset
Level of theory: wB97M-V/def2-TZVPD

Cartesian coordinates (Å):
1 C 1.692 0.617 -0.311
2 C 0.937 -0.394 0.457
3 C -1.485 0.863 0.143
4 H 2.606 0.182 -1.020
5 H 0.978 1.230 -1.109
6 H 2.164 1.559 0.545
7 H 0.673 0.061 1.492
8 H 1.587 -1.308 0.628
9 H -2.498 1.363 0.232
10 H -0.681 1.325 0.680
11 N -1.437 -0.313 -0.326
12 O -0.204 -1.092 -0.113

Forces on the atoms, in the same order (eV/Å):
1.853 4.171 -2.529
-0.297 -2.061 2.560
-1.217 -0.152 0.672
-2.386 1.152 2.149
1.844 -1.495 2.186
-1.309 -3.080 -2.919
0.175 -1.001 -1.548
-0.602 1.204 0.175
1.291 -0.687 -0.738
0.425 0.342 0.133
1.001 -0.848 0.434
-0.779 2.456 -0.575

M	73.09	g/mol
HOMO-LUMO gap	11.1	eV
relative energy (zero: lowest compared OMol25 entry of this formula, charge and spin)	113.2	kcal/mol
LUMO level	0.9	eV
multiplicity	1
HOMO	-10.19	eV
electronic energy	-6757.8401	eV

Atomic partial charges in e from the Mulliken method, atoms 1 to 8:
1. C -0.716
2. C -0.440
3. C -0.291
4. H 0.270
5. H 0.271
6. H 0.230
7. H 0.304
8. H 0.302

---

7.
Formula: C3H7NO
Source: the Open Molecules 2025 dataset
Level of theory: wB97M-V/def2-TZVPD

Cartesian coordinates (Å):
1 C 2.013 -0.432 0.483
2 C -1.593 -0.741 -0.272
3 C -0.502 1.357 -0.209
4 N 2.104 0.472 -0.364
5 O -0.924 0.270 0.439
6 H 2.875 -1.038 0.807
7 H 1.120 -0.539 1.191
8 H -0.667 -1.355 -0.493
9 H -2.100 -0.232 -1.189
10 H -2.245 -1.177 0.563
11 H -0.221 1.403 -1.334
12 H 0.140 2.012 0.378

Forces on the atoms, in the same order (eV/Å):
-0.463 0.566 1.399
0.645 0.122 -0.048
1.739 0.604 -1.731
-0.251 -0.511 0.072
0.064 1.875 0.909
-0.039 -0.026 -0.463
0.584 0.049 -1.079
-1.869 -0.418 -0.654
0.546 -1.545 1.553
0.495 0.117 -1.945
-0.980 -0.694 1.804
-0.471 -0.139 0.184

M	73.09	g/mol
HOMO-LUMO gap (spin up / spin down)	10.1 / 7.2	eV
relative energy (zero: lowest compared OMol25 entry of this formula, charge and spin)	137.9	kcal/mol
LUMO level (spin up / spin down)	0.8 / -0.1	eV
multiplicity	1
HOMO (spin up / spin down)	-9.32 / -7.25	eV
electronic energy	-6756.7711	eV

Atomic partial charges in e from the Mulliken method, atoms 1 to 8:
1. C -0.188
2. C -0.515
3. C -0.606
4. N -0.369
5. O -0.254
6. H 0.297
7. H 0.209
8. H 0.251

---

8.
Formula: C3H7NO
Source: the Open Molecules 2025 dataset
Level of theory: wB97M-V/def2-TZVPD

Cartesian coordinates (Å):
1 C -0.528 -0.089 -0.007
2 C -1.522 0.048 -1.104
3 C 1.829 0.000 0.812
4 N 0.757 0.217 -0.226
5 O 1.097 0.611 -1.425
6 H -0.763 -0.582 0.938
7 H -1.677 -1.035 -1.105
8 H -0.860 0.406 -2.018
9 H -2.389 0.566 -0.872
10 H 2.618 0.723 0.526
11 H 1.393 0.221 1.794
12 H 2.197 -1.015 0.627

Forces on the atoms, in the same order (eV/Å):
2.517 1.298 0.868
4.097 -1.433 -1.266
-0.398 0.651 -1.586
-2.491 -0.487 -0.941
0.804 -0.062 1.514
0.111 0.405 -0.124
-1.037 -0.110 -1.253
-1.921 -0.714 1.706
-1.529 1.054 0.349
-0.485 -0.433 0.406
0.358 -0.408 -0.233
-0.025 0.239 0.561

M	73.09	g/mol
HOMO-LUMO gap	9.2	eV
structure (SMILES)	C/C=[N+](/C)[O-]
relative energy (zero: lowest compared OMol25 entry of this formula, charge and spin)	84.4	kcal/mol
LUMO level	0.9	eV
multiplicity	1
HOMO	-8.24	eV
electronic energy	-6759.0894	eV

Atomic partial charges in e from the Mulliken method, atoms 1 to 8:
1. C -0.097
2. C -0.866
3. C -0.829
4. N 0.433
5. O -0.703
6. H 0.311
7. H 0.217
8. H 0.275

---

Q: Which value of electronic energy does entry 2 give?
A: -42187.1268 eV